Formula: C26H32N4O10
Source: the OMol25 dataset
Level of theory: wB97M-V/def2-TZVPD

Results
* E_HOMO (spin up / spin down): -9.6 / -9.6 eV
* multiplicity: 2
* charge: +1
* ⟨S²⟩: 0.7615
* max |F|: 5.65 eV/Å
* Kohn-Sham gap (spin up / spin down): 7.5 / 2.4 eV
* E: -53908.6461 eV

Each line ends with the Mulliken charge.
Positions of all 72 atoms, in Å:
C: 4.7819 -1.2538 0.0437  -0.667
C: 5.9660 -0.8924 0.7203  -0.725
C: 6.0960 -1.2348 2.0512  0.686
C: 5.1376 -1.8563 2.7761  -0.170
C: 3.9885 -2.3086 2.1413  -0.623
C: 3.8256 -1.8799 0.8224  0.526
O: 2.7643 -2.4121 0.1691  -0.450
O: 7.1546 -0.9528 2.7896  -0.555
H: 4.7628 -1.1471 -1.0309  0.417
H: 6.7576 -0.4504 0.1334  0.401
H: 5.1881 -2.1133 3.8239  0.239
H: 3.1812 -2.7865 2.6763  0.430
H: 2.6148 -1.9169 -0.6396  0.135
H: 7.2163 -1.3569 3.6583  0.305
C: -3.2585 5.1547 2.4694  -0.768
C: -2.9712 3.8455 2.0867  -0.455
C: -2.3186 3.0061 2.9688  0.614
C: -1.9250 3.4115 4.2340  -0.481
C: -2.2972 4.6692 4.6925  -0.712
C: -2.8735 5.5461 3.7607  0.788
O: -3.1403 6.8016 4.1494  -0.535
O: -1.9622 1.7615 2.5267  -0.710
H: -3.7448 5.9361 1.9044  0.404
H: -3.1135 3.4724 1.0832  0.357
H: -1.3310 2.7545 4.8519  0.400
H: -1.9361 5.0163 5.6493  0.271
H: -3.0531 6.9666 5.0910  0.299
H: -1.4517 1.2471 3.1564  0.345
C: 2.3183 -2.0304 -6.2550  -0.688
C: 1.6091 -2.4168 -5.1087  -0.418
C: 1.6008 -1.6011 -3.9413  0.500
C: 2.2998 -0.3859 -3.8679  -0.391
C: 3.1277 -0.0354 -4.9955  -0.735
C: 3.0666 -0.8373 -6.1753  0.800
O: 3.7632 -0.2309 -7.2271  -0.474
O: 0.8026 -1.9965 -2.8951  -0.804
H: 2.1953 -2.5921 -7.1692  0.330
H: 1.0198 -3.3181 -5.1906  0.449
H: 2.1958 0.1309 -2.9253  0.551
H: 3.7939 0.8111 -5.0727  0.447
H: 3.4983 -0.7328 -8.0013  0.304
H: 0.7678 -1.5072 -2.0699  0.711
C: -5.1971 -1.6058 -2.8425  -0.770
C: -4.1340 -2.0650 -3.6077  -0.453
C: -2.7868 -1.5223 -3.5201  -0.019
C: -2.6119 -0.4352 -2.6386  -0.481
C: -3.6848 0.1254 -1.9944  -0.568
C: -4.9446 -0.4721 -2.1136  0.999
O: -5.9103 0.0123 -1.2904  -0.494
O: -1.7185 -2.0942 -4.0949  -0.398
H: -6.1586 -2.0966 -2.8747  0.455
H: -4.2172 -2.9724 -4.1873  0.419
H: -1.6204 -0.0299 -2.5008  0.873
H: -3.5107 0.9631 -1.3353  0.370
H: -5.7277 0.9451 -1.1557  0.321
H: -0.9940 -1.8496 -3.5145  0.393
C: 0.1992 -0.0704 0.1749  0.653
O: 0.6254 -0.6692 -0.7611  -0.726
N: -0.8609 0.6469 0.1381  -0.022
N: 0.6581 -0.2130 1.3870  -0.215
H: -1.5781 0.4905 -0.5557  -0.167
H: -1.1615 1.2646 0.8785  0.176
H: 1.5708 -0.6227 1.5256  -0.005
H: 0.2370 0.2601 2.1738  0.296
C: -1.2050 -0.6106 4.2943  0.797
O: -0.5127 0.3789 3.9821  -0.805
N: -1.1327 -1.6815 3.5762  -0.341
N: -2.2351 -0.7072 5.1837  -0.413
H: -0.4659 -1.5874 2.8235  0.265
H: -1.7655 -2.4260 3.8320  0.145
H: -2.4208 -0.1348 5.9949  0.225
H: -2.8536 -1.5053 5.1583  0.139